No. 1
Density functional theory data (ωB97M-V/def2-TZVPD) for a structure of composition C29H37Cl2CsN6O2S3 in a non-equilibrium geometry.

Calculated values
Kohn-Sham gap, eV: 4.01
F_max, Eh/bohr: 0.02168
HOMO energy, eV: -0.3539
Net charge: -2
Relative energy (zero: lowest compared OMol25 entry of this formula, charge and spin), kJ/mol: 60.0

Each line ends with the Mulliken charge.
Element x y z (Å)
Cs: -0.56 0.41 -0.75  1.00
Cl: 1.50 -3.82 -3.51  -0.22
Cl: 3.87 -0.49 -7.05  -0.30
S: -1.41 3.31 1.47  -0.34
S: 1.69 2.01 1.24  -0.09
S: 2.19 -2.99 2.33  -0.51
O: -1.15 1.13 -3.59  -0.50
O: -0.15 -1.45 -2.88  -0.56
N: -3.37 0.10 0.52  0.55
N: -2.96 -0.89 -1.98  0.53
N: 3.65 -1.58 0.59  0.24
N: 3.46 -0.68 2.73  0.22
N: -1.45 -0.86 2.16  0.69
N: -1.64 -2.68 -0.04  0.46
C: 4.64 0.17 2.66  -1.19
C: -4.36 0.33 -0.33  0.81
C: 0.06 4.28 1.59  0.21
C: 0.78 0.02 -4.51  1.58
C: 1.37 3.73 1.48  -0.24
C: -1.99 -2.19 2.34  -0.85
C: 0.66 -1.24 -3.80  -0.62
C: -3.48 0.46 1.80  0.34
C: -4.63 1.08 2.28  -1.03
C: 2.55 -2.03 -5.21  -0.69
C: 3.58 -2.71 -0.32  -1.24
C: -2.27 0.22 2.68  -0.75
C: 2.32 5.98 1.77  -0.59
C: 2.64 -0.76 -5.83  0.21
C: -0.06 5.66 1.79  -0.53
C: 3.16 -1.67 1.85  0.52
C: -1.41 -3.16 1.31  -0.52
C: -5.54 0.94 0.07  -0.86
C: -3.10 -2.33 -1.97  -1.07
C: -2.97 -2.92 -0.57  -0.81
C: -0.16 1.11 -4.30  -0.45
C: 3.85 -0.30 -0.12  -0.81
C: 2.46 4.62 1.57  -0.66
C: 1.77 0.23 -5.48  -0.93
C: 2.60 -0.34 3.84  -1.05
C: -4.13 -0.08 -1.78  -1.78
C: -5.67 1.33 1.40  -0.49
C: 1.04 6.51 1.88  -0.43
C: 1.60 -2.25 -4.26  0.32
H: 3.56 -3.64 0.23  0.37
H: -3.07 -2.13 2.21  0.34
H: -3.70 -2.45 0.09  0.30
H: -5.04 -0.57 -2.15  0.30
H: 3.36 -0.35 -1.08  0.31
H: -1.84 -4.16 1.48  0.36
H: -4.69 1.38 3.32  0.44
H: 5.40 -0.27 2.02  0.36
H: -0.94 -3.01 -0.69  0.11
H: -6.34 1.13 -0.64  0.43
H: 2.69 -2.65 -0.95  0.43
H: -4.06 -2.65 -2.39  0.34
H: -4.01 0.84 -2.36  0.41
H: 3.16 -0.43 4.78  0.30
H: 0.89 7.58 2.04  0.29
H: -1.68 1.15 2.65  0.09
H: 1.75 -1.02 3.87  0.26
H: -2.30 -2.74 -2.59  0.33
H: 4.46 -2.68 -0.97  0.35
H: -0.33 -3.23 1.46  -0.19
H: 3.42 0.54 0.42  0.11
H: 3.19 6.62 1.83  0.30
H: 0.08 2.02 -4.90  0.13
H: -2.36 -0.57 -2.72  0.24
H: 3.23 -2.82 -5.49  0.42
H: 5.05 0.23 3.67  0.41
H: -3.22 -4.00 -0.61  0.40
H: -1.81 -2.60 3.35  0.34
H: 4.92 -0.13 -0.29  0.22
H: -0.49 -0.78 2.47  -0.08
H: 3.46 4.19 1.48  0.23
H: 1.83 1.19 -5.97  0.31
H: -2.61 0.06 3.72  0.26
H: 4.39 1.18 2.32  0.26
H: -1.06 6.07 1.87  0.29
H: 2.25 0.68 3.71  0.30
H: -6.57 1.82 1.74  0.37

***

No. 2
Density functional theory data (ωB97M-V/def2-TZVPD) for the molecule C29H37N3O4.

Calculated values
Kohn-Sham gap, eV: 9.71
F_max, Eh/bohr: 0.01662
HOMO energy, eV: -9.0879
Net charge: 0
SMILES: C[C@H](NC(=O)C1CCN(C(=O)[C@@H]2Cc3ccccc3CN2C(=O)OC(C)(C)C)CC1)c1ccccc1
Relative energy (zero: lowest compared OMol25 entry of this formula, charge and spin), kJ/mol: 0.0

Each line ends with the natural charge from an NBO analysis.
Element x y z (Å)
O: 0.65 -0.27 1.59  -0.54
O: -0.10 -1.11 -0.39  -0.71
O: -3.02 2.92 -1.20  -0.64
O: 2.30 2.18 2.34  -0.63
N: 1.65 2.76 0.28  -0.45
N: -2.38 0.75 -1.29  -0.64
N: 1.93 -0.11 -0.22  -0.46
C: -2.19 2.06 -1.02  0.70
C: -0.40 -0.78 2.45  0.28
C: -3.46 -1.91 -0.49  -0.18
C: 4.24 0.77 0.00  -0.44
C: 2.86 0.60 0.65  -0.13
C: 4.70 -0.56 -0.51  0.07
C: -5.49 -0.65 -0.37  -0.20
C: -3.40 -0.38 -3.21  -0.60
C: 0.09 -0.41 3.85  -0.62
C: -0.78 2.33 -0.50  -0.31
C: 3.78 -1.32 -1.24  -0.06
C: -3.63 0.23 -1.82  -0.08
C: 1.60 2.67 -1.16  -0.22
C: 5.97 -1.07 -0.27  -0.23
C: -5.27 -2.69 0.87  -0.22
C: 2.42 -0.71 -1.45  -0.23
C: 0.77 3.80 0.79  -0.22
C: 5.40 -3.06 -1.49  -0.21
C: -6.02 -1.59 0.50  -0.21
C: 0.23 2.16 -1.64  -0.40
C: 4.13 -2.56 -1.72  -0.19
C: 6.32 -2.32 -0.77  -0.20
C: -4.21 -0.80 -0.87  -0.03
C: 2.24 1.92 1.15  0.70
C: -0.60 3.73 0.09  -0.40
C: 0.75 -0.56 0.30  0.94
C: -3.99 -2.85 0.38  -0.23
C: -1.73 -0.10 2.15  -0.64
C: -0.52 -2.30 2.30  -0.64
H: 2.48 0.05 -2.24  0.20
H: 0.35 0.64 3.88  0.23
H: 3.41 -3.15 -2.28  0.21
H: -7.02 -1.46 0.88  0.21
H: 0.45 -2.77 2.46  0.21
H: -1.64 0.98 2.27  0.21
H: 1.23 4.78 0.63  0.19
H: 7.31 -2.71 -0.59  0.22
H: -0.57 1.60 0.28  0.22
H: -2.07 -0.32 1.14  0.23
H: 0.29 1.11 -1.93  0.21
H: -3.40 -3.70 0.67  0.21
H: -5.69 -3.42 1.55  0.21
H: -0.68 4.46 -0.71  0.21
H: -2.68 -1.18 -3.16  0.20
H: 6.68 -0.49 0.30  0.21
H: 4.92 1.16 0.75  0.24
H: 1.69 -1.46 -1.76  0.25
H: 1.77 3.68 -1.54  0.20
H: -1.65 0.08 -1.11  0.43
H: -0.69 -0.61 4.58  0.21
H: 0.68 3.63 1.86  0.24
H: -4.34 -0.77 -3.60  0.21
H: -1.40 3.94 0.80  0.23
H: -6.08 0.21 -0.66  0.21
H: -2.49 -0.47 2.84  0.22
H: -0.10 2.73 -2.51  0.22
H: 0.98 -0.98 4.11  0.21
H: -3.03 0.39 -3.89  0.21
H: -4.31 1.08 -1.90  0.24
H: -2.45 -2.04 -0.87  0.21
H: 5.67 -4.03 -1.88  0.22
H: 3.00 0.02 1.57  0.24
H: -1.23 -2.68 3.03  0.22
H: 4.20 1.48 -0.83  0.21
H: 2.41 2.04 -1.54  0.21
H: -0.87 -2.56 1.30  0.23

***

No. 3
Density functional theory data (ωB97M-V/def2-TZVPD) for a structure of composition C29H37N5PSV in a non-equilibrium geometry.

Calculated values
Kohn-Sham gap (alpha / beta), eV: 7.70 / 7.44
F_max, Eh/bohr: 0.05395
HOMO energy (alpha / beta), eV: -14.4879 / -14.4250
Net charge: +2
Multiplicity: 3
Relative energy (zero: lowest compared OMol25 entry of this formula, charge and spin), kJ/mol: 51.7

Each line ends with the Löwdin spin population.
Element x y z (Å)
V: -0.49 0.36 0.11  1.93
S: 0.23 2.38 0.06  -0.06
P: 1.87 -0.47 -0.28  0.00
N: -1.71 -1.16 0.17  0.00
N: -2.19 2.75 0.93  0.00
N: -0.99 0.11 -1.84  0.00
N: -1.71 3.53 -1.26  0.00
N: -0.68 0.02 2.13  0.00
C: 2.38 -0.07 -2.05  0.00
C: -1.60 -0.53 -4.48  0.02
C: -1.33 -0.45 4.81  0.01
C: -1.68 -1.01 -2.14  0.01
C: -1.41 2.92 -0.13  0.01
C: -0.99 0.67 -4.17  0.00
C: 4.60 -0.12 0.61  0.00
C: 3.26 -3.05 -0.05  0.00
C: -0.39 0.51 4.46  0.00
C: -3.34 3.43 0.94  0.00
C: -3.11 -2.65 1.43  0.00
C: -0.11 0.72 3.11  0.01
C: -2.88 4.17 -1.28  0.00
C: 3.52 -0.91 -2.62  0.00
C: -1.95 -1.16 3.80  0.00
C: 3.05 1.67 1.22  0.00
C: -1.97 -1.38 -3.45  0.00
C: -1.60 -0.90 2.48  0.01
C: 1.04 -2.82 0.98  0.00
C: -4.19 3.35 2.15  0.00
C: 3.14 0.17 0.96  0.00
C: -3.06 -2.79 -0.95  0.00
C: 1.91 -2.35 -0.18  0.00
C: -2.18 -1.61 1.35  0.02
C: -3.54 -3.25 0.26  0.02
C: -3.71 4.20 -0.17  0.00
C: -0.69 0.95 -2.84  0.01
C: -2.16 -1.72 -0.96  0.02
C: 2.69 1.41 -2.25  0.00
H: 3.23 2.25 0.32  0.00
H: -4.26 -4.05 0.29  0.00
H: -2.50 -2.29 -3.65  0.00
H: -4.67 4.31 2.33  0.00
H: -3.47 -2.98 2.39  0.00
H: 4.79 -1.14 0.30  0.00
H: 1.08 -3.90 1.04  0.00
H: -3.59 3.08 3.02  0.00
H: 3.69 1.65 -1.89  0.00
H: 2.68 1.63 -3.32  0.00
H: 3.68 -2.92 0.95  0.00
H: 2.86 -0.36 1.88  0.00
H: 4.45 -0.81 -2.06  0.00
H: 3.26 -1.96 -2.70  0.00
H: -2.71 -1.89 4.02  0.00
H: 4.95 0.56 -0.16  0.00
H: -0.72 1.38 -4.94  0.00
H: 1.97 2.06 -1.76  0.00
H: -1.59 -0.64 5.84  0.00
H: 5.20 0.07 1.50  0.00
H: 3.73 -0.55 -3.63  0.00
H: 1.40 -2.42 1.93  0.00
H: 2.09 1.98 1.62  0.00
H: -4.61 4.79 -0.15  0.00
H: 4.00 -2.75 -0.78  0.00
H: 0.12 1.08 5.21  0.00
H: -3.12 4.68 -2.20  0.00
H: -1.81 -0.80 -5.51  0.00
H: -4.97 2.60 2.01  0.00
H: -3.39 -3.24 -1.87  0.00
H: 3.81 1.94 1.94  0.00
H: 1.48 -0.33 -2.62  0.00
H: 1.44 -2.66 -1.12  0.00
H: 0.60 1.48 2.82  0.00
H: 0.00 -2.52 0.84  0.00
H: -0.21 1.88 -2.57  0.00
H: 3.10 -4.12 -0.18  0.00

***

No. 4
Density functional theory data (ωB97M-V/def2-TZVPD) for a structure of composition C29H37N5S4SeTa in a non-equilibrium geometry.

Calculated values
Kohn-Sham gap, eV: 5.69
F_max, Eh/bohr: 0.03661
HOMO energy, eV: -9.9654
Net charge: +1
Relative energy (zero: lowest compared OMol25 entry of this formula, charge and spin), kJ/mol: 214.9

Each line ends with the Mulliken charge.
Element x y z (Å)
Ta: 0.30 -0.39 -0.17  0.34
Se: 0.07 -1.79 3.42  0.24
S: 0.45 0.35 2.85  -0.27
S: -1.77 1.40 -0.45  -0.04
S: 2.27 -1.49 0.89  -0.40
S: 1.47 1.73 -0.12  -0.14
N: 0.00 2.57 -2.56  0.29
N: -1.40 -1.47 0.45  0.71
N: -2.66 -1.02 4.29  -0.47
N: -1.63 3.97 -3.56  0.19
N: 0.50 4.77 -3.08  0.07
C: 0.94 5.17 -4.41  -1.22
C: 0.81 -1.50 -2.12  -0.93
C: -2.56 -0.86 0.87  0.78
C: -0.38 3.69 -3.04  0.36
C: -3.80 -2.93 0.94  -0.88
C: 4.98 0.65 2.93  -0.64
C: -2.60 2.91 -3.71  -0.88
C: -1.87 3.81 0.84  -0.91
C: -0.30 -3.62 0.23  -1.48
C: 0.35 2.85 0.60  0.89
C: -2.20 5.29 -3.46  -1.12
C: 0.00 4.84 1.92  -0.75
C: 1.62 4.69 -2.16  -0.64
C: -0.15 -2.25 -4.29  -1.78
C: 2.83 1.26 3.82  -0.66
C: 4.21 1.38 3.82  -0.68
C: -1.60 -1.35 4.00  0.32
C: 1.10 -0.08 -4.16  -1.48
C: -3.73 -1.52 1.13  -0.61
C: 4.38 -0.22 2.04  -0.91
C: 0.17 -1.03 -3.42  1.34
C: -2.67 -3.57 0.57  -1.22
C: -1.42 -2.88 0.40  1.84
C: 0.85 3.88 1.40  -1.06
C: -1.03 2.80 0.37  0.41
C: -2.52 0.62 1.05  -1.00
C: 3.00 -0.34 2.00  0.91
C: 2.23 0.41 2.90  0.51
C: -1.35 4.83 1.61  -0.84
H: 0.66 0.24 -5.10  0.40
H: -2.65 -4.64 0.44  0.46
H: 1.72 4.49 -4.78  0.36
H: -4.73 -3.45 1.08  0.45
H: 1.89 -1.52 -2.25  0.35
H: 1.91 3.89 1.61  0.62
H: -2.89 5.35 -2.60  0.30
H: 4.98 -0.80 1.36  0.51
H: 2.04 -0.59 -4.39  0.45
H: -4.59 -0.98 1.48  0.51
H: -0.78 -0.52 -3.20  -0.14
H: -1.42 6.04 -3.34  0.39
H: -2.78 5.51 -4.36  0.35
H: 2.15 5.64 -2.19  0.38
H: 2.31 3.89 -2.41  0.23
H: 0.70 -3.24 0.21  0.08
H: 2.20 1.80 4.51  0.51
H: 0.49 -2.53 -1.92  0.49
H: -0.79 -2.95 -3.76  0.43
H: 0.12 5.18 -5.11  0.37
H: 4.68 2.05 4.52  0.43
H: 1.37 6.18 -4.34  0.37
H: -3.53 1.02 1.18  0.61
H: -3.11 2.66 -2.77  0.24
H: -1.91 0.92 1.91  0.25
H: 6.05 0.75 2.94  0.42
H: -2.92 3.78 0.61  0.56
H: -2.00 5.60 1.99  0.47
H: -3.35 3.23 -4.44  0.32
H: 0.78 -2.76 -4.55  0.39
H: -0.65 -1.96 -5.21  0.43
H: -0.72 1.85 -2.58  -0.50
H: 0.40 5.59 2.58  0.45
H: -0.39 -4.69 0.18  0.33
H: -2.11 2.02 -4.10  0.28
H: 1.23 4.54 -1.16  0.03
H: 1.33 0.80 -3.56  0.25

***

No. 5
Density functional theory data (ωB97M-V/def2-TZVPD) for a structure of composition C29H37N8O5P2S2V in a non-equilibrium geometry.

Calculated values
Kohn-Sham gap (alpha / beta), eV: 6.50 / 6.45
F_max, Eh/bohr: 0.02240
HOMO energy (alpha / beta), eV: -7.2263 / -7.2689
Net charge: 0
Multiplicity: 3
Relative energy (zero: lowest compared OMol25 entry of this formula, charge and spin), kJ/mol: 14.5

Each line ends with the Löwdin spin population.
Element x y z (Å)
V: 0.37 0.75 1.36  1.97
S: 1.06 2.50 2.78  -0.04
S: -1.56 0.48 2.69  -0.04
P: -1.04 -0.66 -1.27  0.00
P: -1.80 2.12 -0.84  0.00
O: -0.91 2.38 0.31  0.01
O: -1.42 0.82 -1.74  0.00
O: 1.36 -0.19 4.26  0.00
O: 1.43 1.26 -0.20  0.02
O: -0.52 -0.75 0.12  0.02
N: -1.64 3.30 -1.97  0.00
N: -2.41 -1.55 -1.38  0.00
N: 1.71 -0.82 1.66  -0.02
N: 0.04 -1.07 -2.42  0.00
N: -3.33 1.77 -0.38  0.00
N: 2.60 -1.23 0.86  0.02
N: -0.65 5.17 4.68  0.00
N: -3.81 2.72 4.53  0.00
C: -2.86 -2.40 -0.28  0.00
C: 0.87 0.32 5.49  0.00
C: 0.39 -3.72 4.40  0.00
C: 4.09 -1.19 -0.97  0.00
C: -1.56 2.05 3.45  0.01
C: -0.48 2.88 3.48  0.00
C: -2.80 2.45 4.07  0.00
C: 3.00 -0.55 -0.24  0.00
C: 0.67 -4.09 3.09  0.00
C: 4.67 -2.40 -0.53  0.00
C: -2.43 3.28 -3.19  0.00
C: 5.68 -2.99 -1.25  0.00
C: 2.44 0.64 -0.73  0.01
C: 0.18 -0.46 -3.74  0.00
C: 1.34 -1.83 2.61  0.00
C: 6.17 -2.40 -2.43  0.00
C: -3.86 2.46 0.80  0.00
C: -4.35 1.25 -1.27  0.00
C: -2.90 -1.92 -2.69  0.00
C: 1.08 -1.47 3.94  0.00
C: 4.58 -0.60 -2.15  0.00
C: -1.16 4.62 -1.56  0.00
C: -0.58 4.15 4.16  0.00
C: 0.59 -2.42 4.82  0.00
C: 0.73 -2.34 -2.26  0.00
C: 1.14 -3.14 2.20  0.00
C: 5.62 -1.22 -2.86  0.00
C: 2.99 1.22 -1.92  0.00
C: 4.01 0.63 -2.59  0.01
H: -1.85 3.72 -4.00  0.00
H: -0.54 5.03 -2.36  0.00
H: -1.99 5.31 -1.38  0.00
H: 1.79 -2.22 -2.51  0.00
H: -4.53 3.27 0.51  0.00
H: -2.68 2.26 -3.47  0.00
H: 1.33 -0.18 6.34  0.00
H: 0.68 -2.67 -1.22  0.00
H: -3.95 -2.39 -0.24  0.00
H: -0.39 0.46 -3.80  0.00
H: -0.17 -1.14 -4.52  0.00
H: -3.90 0.70 -2.10  0.00
H: 0.37 -2.15 5.85  0.00
H: -3.05 2.86 1.40  0.00
H: 4.31 -2.86 0.38  0.00
H: -0.22 0.22 5.53  0.00
H: -4.99 2.04 -1.68  0.00
H: 0.50 -5.11 2.76  0.00
H: 0.30 -3.12 -2.90  0.00
H: 1.14 1.37 5.49  0.00
H: 2.55 2.15 -2.26  0.00
H: -3.99 -1.96 -2.68  0.00
H: 4.40 1.09 -3.49  0.00
H: 6.97 -2.88 -2.98  0.00
H: -2.52 -3.44 -0.41  0.00
H: 0.00 -4.46 5.10  0.00
H: -2.61 -1.18 -3.44  0.00
H: -4.41 1.75 1.42  0.00
H: 1.33 -3.39 1.17  0.00
H: -2.53 -2.90 -3.02  0.00
H: -3.36 3.85 -3.09  0.00
H: 6.11 -3.92 -0.90  0.00
H: -4.98 0.55 -0.72  0.00
H: 5.99 -0.75 -3.77  0.00
H: -0.56 4.53 -0.66  0.00
H: -2.47 -2.03 0.67  0.00
H: 1.23 -0.23 -3.92  0.00

***

No. 6
Density functional theory data (ωB97M-V/def2-TZVPD) for a structure of composition C29H38AlBr2Cl2O8 in a non-equilibrium geometry.

Calculated values
Kohn-Sham gap, eV: 5.07
F_max, Eh/bohr: 0.02024
HOMO energy, eV: -5.2577
Net charge: -1
Relative energy (zero: lowest compared OMol25 entry of this formula, charge and spin), kJ/mol: 0.0

Each line ends with the Mulliken charge.
Element x y z (Å)
Br: -1.56 1.15 4.29  -0.24
Br: -3.47 -1.31 3.10  -0.30
Cl: -2.91 5.22 0.02  -0.25
Cl: -1.42 3.75 -2.31  -0.17
Al: -1.47 2.78 1.34  -1.10
O: 5.05 -5.61 -7.17  -0.64
O: -5.51 -7.62 7.07  -0.59
O: 4.76 -3.08 -7.68  -0.59
O: -3.27 -8.44 6.04  -0.66
O: -2.82 -4.60 3.39  -0.46
O: 3.67 -2.49 -3.14  -0.50
O: 4.03 -5.01 -2.62  -0.59
O: -5.09 -3.72 4.48  -0.56
C: 0.37 1.21 -0.47  -0.86
C: -2.93 -6.56 4.65  -1.00
C: -3.42 -5.36 4.28  0.49
C: -4.93 -6.81 6.20  0.32
C: 4.56 -5.47 -4.87  -0.98
C: 0.28 2.43 0.46  0.90
C: -2.84 0.15 2.00  0.21
C: 4.74 -4.94 -6.20  1.04
C: 4.55 -3.46 -6.43  0.42
C: 1.76 5.90 -0.82  -1.35
C: -1.19 4.28 2.65  -1.07
C: 3.05 3.19 -1.20  -0.38
C: 4.00 -3.15 -4.11  0.96
C: -3.64 -7.35 5.63  1.09
C: -2.10 1.16 2.45  0.43
C: 2.89 6.00 1.45  -1.47
C: -2.93 3.40 0.00  -0.36
C: 2.90 1.76 -0.64  -1.22
C: -3.30 0.04 0.57  -0.75
C: 2.74 5.29 0.14  1.17
C: -2.78 2.94 -1.45  0.74
C: -5.43 -5.62 5.83  -1.06
C: -4.06 3.14 -2.30  -1.34
C: -4.71 -4.81 4.86  1.04
C: 2.01 -0.49 -1.50  -1.49
C: 4.20 -2.62 -5.44  -1.08
C: 3.42 4.17 -0.12  -0.74
C: 4.22 -4.63 -3.87  0.35
C: 1.71 1.01 -1.26  1.13
H: -2.54 0.47 -0.07  -0.15
H: 0.15 0.30 0.09  0.40
H: 4.99 -3.89 -8.17  0.36
H: -2.02 -6.96 4.24  0.42
H: -4.28 0.50 0.42  0.26
H: -0.68 3.91 3.54  0.31
H: -0.40 1.32 -1.24  -0.24
H: 2.09 3.50 -1.61  0.21
H: -4.30 2.24 -2.88  0.35
H: 4.72 -6.52 -4.71  0.42
H: -2.14 4.72 2.95  0.34
H: 1.28 -1.12 -0.99  0.31
H: 2.87 1.76 0.45  0.29
H: 3.78 -4.21 -2.13  0.36
H: 0.73 5.63 -0.57  0.19
H: 4.06 -1.56 -5.60  0.46
H: 3.32 7.00 1.35  0.35
H: 1.94 5.61 -1.85  0.33
H: -3.38 -1.01 0.30  0.52
H: 3.81 1.20 -0.92  0.55
H: 1.94 -0.73 -2.56  0.22
H: -3.31 -3.76 3.25  0.06
H: 1.89 6.12 1.88  0.28
H: -0.59 5.07 2.18  0.17
H: 0.97 2.28 1.30  0.45
H: -3.93 3.16 0.34  0.54
H: -6.35 -5.23 6.23  0.43
H: 3.78 3.19 -2.01  0.38
H: 3.49 5.41 2.14  0.38
H: -4.90 3.34 -1.64  0.33
H: 1.55 1.45 -2.24  0.27
H: -4.92 -8.40 7.14  0.37
H: -2.54 1.88 -1.48  -0.18
H: 3.01 -0.78 -1.18  0.32
H: 1.84 6.99 -0.76  0.44
H: 0.61 3.34 -0.05  -0.67
H: 4.29 3.97 0.50  0.33
H: -3.97 4.00 -2.96  0.34

***

Look up the F_max of the third one.
0.05395 Eh/bohr

***

Which value of net charge does entry 6 give?
-1

***

What is the relative energy (zero: lowest compared OMol25 entry of this formula, charge and spin) in the first record?
60.0 kJ/mol